# 1
Density functional theory data (the ωB97M-V functional and the def2-TZVPD basis) for a structure of composition C20H54F6N3O19S2V in a non-equilibrium geometry.

Its HOMO energy (alpha / beta) is -9.7 / -9.7 eV. The gap between HOMO and LUMO (alpha / beta) is 8.50 / 9.30 eV. The spin multiplicity is 3. The net charge is 0. Its electronic energy is -128643.8569 eV.

XYZ file:
```
105
Properties=species:S:1:pos:R:3:mulliken_charge:R:1
O 15.76722 8.35250 11.30568 -0.52
H 17.96756 13.44241 12.85122 0.21
H 8.49258 13.28802 8.15724 0.33
H 10.56262 7.31369 11.76196 -0.21
V 13.41627 10.09159 10.22405 1.97
H 17.01237 11.95152 14.56391 0.24
O 11.47611 7.08930 9.57592 -0.38
H 6.76889 8.07794 8.77708 0.33
C 13.79836 14.77165 7.66593 -0.08
C 19.58443 11.21593 7.86821 -0.43
O 14.97680 10.77283 6.87645 -0.73
H 11.33367 14.41902 11.03856 -0.52
O 13.22609 5.36232 9.27607 -0.56
C 13.98017 9.76134 14.18299 -0.77
O 12.24351 11.61239 10.74205 -0.48
H 12.00446 14.21634 8.67676 -0.03
F 15.83779 5.21028 9.23474 -0.13
H 10.59620 16.94072 11.13767 0.40
C 17.76511 11.49478 13.83972 -0.46
O 12.85591 14.69188 8.80008 0.05
F 11.96326 6.53560 6.85939 -0.21
H 19.29749 13.09973 13.89262 0.41
N 11.17368 11.12564 10.35294 1.10
H 20.05240 9.28206 8.55505 0.36
H 18.30087 10.75462 14.43105 0.38
C 16.52686 12.47566 9.72486 -0.74
H 15.61232 10.84627 11.68915 -0.21
H 9.83038 6.67309 13.33753 0.40
H 13.32695 15.22039 6.77956 0.46
H 17.36756 12.13172 10.38693 -0.02
H 11.41273 15.17392 12.65433 0.53
O 19.20547 12.53280 8.29693 -0.48
H 12.18181 17.28471 11.81595 0.33
O 7.27665 10.70232 9.89915 -0.59
H 9.73749 5.81034 11.84723 0.36
O 13.19488 14.83130 11.67396 -0.58
H 20.64055 10.55399 9.67880 0.34
H 11.28650 13.00440 6.89227 0.24
H 11.81850 9.80986 13.89032 0.46
C 15.30534 12.50853 10.62549 0.25
H 8.45706 8.30725 9.42154 0.07
H 18.89239 10.20692 9.57406 -0.07
O 11.40282 9.97965 9.86355 -0.53
H 9.91225 12.42790 5.96644 0.49
H 14.03522 10.41403 15.02130 0.52
H 9.16593 14.35551 7.00048 0.32
O 14.86771 11.19547 11.14868 0.65
C 13.00629 7.11203 7.51124 0.40
C 11.63037 16.62956 11.11293 -1.17
H 15.35654 15.24660 9.18409 0.09
C 19.84950 10.26263 8.96580 -0.61
C 12.76880 10.09037 13.40584 -0.19
O 12.57339 6.86550 13.23443 -0.52
H 8.06292 10.53917 10.41840 0.33
C 10.34917 6.49412 12.42908 -0.63
H 16.44783 11.82275 8.84904 0.04
F 16.46947 7.20745 8.52986 -0.15
C 9.45130 13.60435 7.72190 -0.20
H 14.46490 12.84526 10.08902 -0.28
H 9.78184 14.17113 9.48919 0.22
H 20.48202 11.30114 7.21721 0.32
H 12.00185 16.71374 10.08218 0.17
F 17.49451 6.23493 10.28975 -0.22
H 14.83148 9.95261 13.53440 0.00
H 19.86769 12.85348 8.89310 0.29
H 14.05425 8.70649 14.44249 0.25
H 18.80390 10.84787 7.23709 0.30
H 12.49275 8.42569 12.32084 -0.22
C 11.77215 15.20307 11.62721 0.52
O 10.10405 11.65505 10.38833 -0.72
H 8.40089 10.59118 8.19553 -0.18
H 14.21320 13.82222 7.44966 0.11
H 15.73096 15.59516 7.50209 0.45
O 12.71366 9.34134 12.11085 0.68
H 12.21232 5.47147 11.78014 0.17
O 16.98183 10.82648 12.77383 -0.22
C 10.28551 12.58174 6.98907 -0.82
N 14.63573 10.57000 7.98748 0.47
H 14.56138 16.63868 8.33679 0.38
H 13.48438 6.46600 13.11470 0.33
O 10.26662 14.17946 8.67459 -0.52
S 15.06577 7.20228 10.76390 0.55
F 14.19487 6.75267 6.95745 -0.23
H 8.09153 8.27525 7.66597 0.31
C 7.74968 8.63104 8.64431 -0.88
H 11.68925 5.05504 13.36478 0.42
O 13.49266 11.03764 8.47510 -0.13
H 16.75618 13.48656 9.40205 0.51
O 15.18862 9.93564 8.84002 -0.46
C 16.29514 6.36585 9.56689 0.41
C 7.52049 10.13107 8.60011 0.22
H 17.42940 9.99398 12.57619 0.09
C 11.72240 5.87098 12.66617 -0.24
C 14.94354 15.63658 8.23030 -1.21
N 13.77952 7.73867 10.01192 -0.53
H 19.17702 12.24856 12.34015 0.15
F 12.97142 8.44288 7.28726 -0.21
H 15.49363 13.12323 11.50956 0.63
H 10.40199 11.62574 7.49433 -0.16
H 12.79054 11.16764 13.05201 -0.02
H 13.41158 14.59621 10.73046 0.17
O 14.89716 6.11256 11.67061 -0.71
C 18.58465 12.61829 13.21712 -0.84
S 12.85067 6.72041 9.31472 0.37
H 6.64661 10.33500 8.04436 0.46
```



# 2
Density functional theory data (the ωB97M-V functional and the def2-TZVPD basis) for a structure of composition C20H55BrFeN5O5 in a non-equilibrium geometry.

The calculation puts the energy above the lowest of the compared OMol25 structures with the same formula, charge and spin at 131.7 kcal/mol. Its HOMO energy (alpha / beta) is -7.6 / -11.0 eV. The gap between HOMO and LUMO (alpha / beta) is 4.91 / 2.78 eV. The spin multiplicity is 9. The net charge is +1. Its electronic energy is -143728.1503 eV.

XYZ file:
```
87
Properties=species:S:1:pos:R:3:mulliken_charge:R:1
H -4.48065 -5.03062 1.51516 0.30
C 1.35415 -3.05523 8.08005 -0.76
H 0.19853 0.09005 6.25720 0.27
N 4.60665 0.78004 -0.00468 -0.68
H -5.11955 -3.24062 0.70241 0.43
N -0.71914 -1.10262 -3.70871 -0.56
H 2.44184 1.48507 5.96993 0.38
H 3.21394 -1.02410 7.20295 0.44
C -2.86251 4.19586 -2.38307 -1.56
C -4.26886 -2.74560 1.17078 -0.86
H 0.03525 -0.57427 -4.12323 0.24
C -4.83017 -1.53844 2.00947 0.09
H -3.75950 -2.40704 0.26855 0.44
C -0.81201 4.74284 -1.09714 -0.61
H 0.80306 4.86416 -3.45587 0.30
O 4.07209 2.81508 -3.01224 -0.25
H 1.23528 -2.95158 -4.32766 0.28
H 3.66602 2.56324 -0.61373 0.06
H -5.27673 -1.90627 2.93326 0.29
H 2.09492 -1.09925 4.60025 0.25
C 0.85314 5.45669 -2.54236 -0.86
H 4.75080 1.17061 0.91553 0.24
C 4.45654 1.89872 -0.96241 0.71
N 0.38471 -0.24606 5.32315 -0.20
H -1.78005 -5.31256 -3.97667 0.27
H 5.75759 3.02722 0.32328 0.40
H -6.15005 0.13311 1.54297 0.38
H 3.59631 0.59306 4.82507 0.38
Br 0.33037 -1.30271 0.84473 0.01
C 2.57187 0.78730 5.14270 -1.63
O 0.15861 -4.69270 -4.50150 -0.38
H -1.21950 -1.04208 -6.26130 0.41
H 0.85781 -4.02458 8.03432 0.26
H 1.52719 -0.55426 7.54034 0.34
H -6.60673 -1.32717 0.61109 0.36
N -3.70692 -0.59245 2.34461 -0.43
H 0.32756 -3.38728 -2.94065 0.36
H -0.66745 -5.46618 -2.74970 0.28
H -1.05841 2.04126 -0.71890 0.23
C -0.74437 -2.30134 -4.59661 0.79
N -1.86295 2.59562 -0.97479 -0.77
O -3.47922 -3.45739 2.11272 -0.09
H 6.50618 2.22566 -1.10478 0.35
H -1.79674 -2.58310 -4.63186 0.11
C 4.15856 1.50937 -2.42866 -0.57
H 3.29288 0.90428 -2.69804 0.32
H 0.02561 4.30486 -0.55431 0.30
C 5.64440 2.77934 -0.73210 -1.58
H -0.44736 -1.27711 -2.75174 0.19
H -2.71855 4.99835 -3.10653 0.37
H 0.46563 -1.66934 -6.34591 0.37
H 1.61605 5.16516 -1.82049 0.36
H -5.10434 -0.40390 0.34219 0.39
C 3.92399 2.78758 -4.42932 -0.83
H -0.58066 -6.58058 -4.25316 0.23
H 0.74557 -2.42250 8.72611 0.31
C -0.73550 -5.58775 -3.83076 -0.65
H -3.32121 3.43116 -3.00991 0.39
H -4.11548 0.29516 2.60021 0.26
H 1.20717 6.40575 -2.94491 0.35
C -1.55677 3.65186 -1.87258 0.54
H -0.84431 -2.65053 -6.74186 0.40
C -4.20589 -4.55651 2.45740 -0.79
H -0.96441 3.20379 -2.67035 0.29
H -3.70198 -5.23172 3.14897 0.26
H -1.56037 5.16071 -0.42376 0.34
H -5.09716 -4.19307 2.96893 0.31
H 0.31309 0.60252 4.78012 0.25
C 0.25317 -3.31544 -4.02573 -0.71
C -5.78933 -0.79303 1.09550 -1.32
H -2.26355 1.88579 -1.57124 0.31
H 3.16550 2.10903 -4.81968 0.29
H 2.30148 -3.30356 8.55859 0.32
H 2.22246 1.28517 4.23819 0.48
H 3.76614 0.23446 -0.13111 0.21
H 5.64767 3.66380 -1.36914 0.33
H 3.68820 3.77634 -4.82282 0.25
H -3.30391 -0.35481 1.44951 0.25
O -0.37943 5.72403 -1.93218 -0.34
H -3.67716 4.44222 -1.70208 0.35
O 1.67531 -2.40044 6.82542 -0.28
H 4.89240 2.52295 -4.85387 0.34
C 1.82751 -0.50920 5.47685 0.35
Fe -1.56556 -1.95515 3.66351 0.19
C -0.55700 -1.87628 -6.03046 -1.63
H 4.87761 0.84533 -2.90837 0.40
C 2.18060 -1.10840 6.86648 -0.66
```